No. 1
A structure of composition C26H46F6IN7O8S. Source: OMol25; level of theory: ωB97M-V with the def2-TZVPD basis set.

The calculation puts the HOMO energy at -8.65 eV. The frontier orbital gap comes out at 7.999 eV.

Positions of all 95 atoms, in Å:
O (4.18891, 2.18736, 4.04261)
S (3.39063, 1.15083, 3.26971)
O (4.27586, -0.08262, 3.19228)
F (1.98140, 0.91197, 4.13086)
N (3.20514, 1.74715, 1.68138)
I (3.23322, 3.78245, 1.48878)
C (2.22884, 1.04299, 0.84255)
F (2.26205, 1.58254, -0.49788)
F (2.64355, -0.33701, 0.73571)
C (0.72038, 1.03771, 1.31825)
C (-0.13951, -0.21384, 0.89680)
C (-1.64525, -0.35151, 1.30742)
C (-2.36295, 0.76602, 2.11059)
C (-1.52809, 2.02614, 2.53616)
C (-2.16783, 3.22850, 3.36941)
F (-3.59462, 3.25468, 3.26576)
F (-1.73080, 4.43900, 2.71423)
F (-1.72515, 3.30286, 4.71340)
C (-0.01249, 2.11848, 2.13886)
H (0.32759, -1.05806, 0.29214)
H (-2.24885, -1.28563, 1.02166)
H (-3.48326, 0.67365, 2.39127)
H (0.54929, 3.03712, 2.50487)
C (2.55528, 6.38452, 4.17077)
O (2.55008, 5.26440, 3.68558)
N (2.21207, 6.68562, 5.45289)
C (2.24247, 8.04213, 5.96042)
C (1.80259, 5.61244, 6.33934)
H (2.84998, 7.26787, 3.58236)
H (2.93605, 8.09176, 6.80365)
H (1.23995, 8.31958, 6.29605)
H (2.56738, 8.74185, 5.18869)
H (2.61499, 4.88617, 6.42105)
H (0.92755, 5.11289, 5.91623)
H (1.55955, 6.00424, 7.32766)
C (0.27763, -0.85163, -2.34017)
O (-0.80113, -0.48603, -1.90661)
N (0.49294, -1.36285, -3.58436)
C (1.80693, -1.77592, -4.02952)
C (-0.63212, -1.49751, -4.49305)
H (1.19597, -0.79232, -1.73159)
H (2.08424, -1.19281, -4.91163)
H (1.77788, -2.83787, -4.28880)
H (2.55281, -1.61882, -3.24785)
H (-1.07689, -0.51270, -4.65742)
H (-1.38113, -2.14922, -4.03843)
H (-0.30796, -1.91828, -5.44620)
C (6.34224, 2.48054, -1.43289)
O (5.54123, 3.15248, -0.80621)
N (6.17939, 1.17159, -1.77925)
C (7.18336, 0.44349, -2.52699)
C (4.96408, 0.48664, -1.38711)
H (7.29964, 2.90169, -1.77990)
H (6.74355, 0.08877, -3.46288)
H (7.51864, -0.41182, -1.93446)
H (8.04081, 1.07942, -2.75348)
H (4.10607, 1.00626, -1.81800)
H (4.87640, 0.50859, -0.29844)
H (4.97897, -0.54780, -1.73339)
C (-5.77591, -1.24364, 3.30478)
O (-5.74600, -0.03919, 3.12555)
N (-5.13352, -1.90597, 4.30809)
C (-5.21610, -3.34457, 4.45788)
C (-4.34158, -1.14538, 5.25643)
H (-6.34789, -1.91238, 2.64143)
H (-5.64539, -3.57720, 5.43574)
H (-4.21071, -3.76823, 4.39097)
H (-5.84165, -3.78408, 3.67920)
H (-4.98468, -0.41756, 5.75720)
H (-3.55719, -0.60759, 4.71813)
H (-3.89090, -1.80750, 5.99654)
C (-4.37517, -2.26583, -2.82458)
O (-3.20822, -2.21088, -3.16482)
N (-5.11121, -1.21095, -2.37464)
C (-6.49935, -1.34975, -1.98533)
C (-4.48207, 0.09404, -2.28294)
H (-4.94364, -3.20968, -2.85616)
H (-7.11235, -0.69594, -2.61105)
H (-6.60676, -1.05699, -0.93747)
H (-6.83859, -2.38014, -2.10522)
H (-4.12760, 0.39066, -3.27309)
H (-3.62431, 0.03179, -1.60862)
H (-5.19018, 0.83480, -1.90928)
C (0.90602, -4.66069, -6.92827)
O (0.01172, -3.85985, -7.12700)
N (0.75194, -5.88380, -6.34496)
C (1.86678, -6.78602, -6.14076)
C (-0.57129, -6.29385, -5.91537)
H (1.94794, -4.44678, -7.21682)
H (1.67268, -7.71953, -6.67520)
H (1.96764, -6.99204, -5.07195)
H (2.79636, -6.34957, -6.50981)
H (-1.24193, -6.29930, -6.77809)
H (-0.94861, -5.57563, -5.18322)
H (-0.53782, -7.28892, -5.47012)

Atoms 1-3, force components in eV/Å:
-3.86 -2.31 -2.40
7.56 -0.01 3.27
-4.53 2.56 -0.22

Results of the Löwdin charge analysis, in e, for atoms 1 through 8: O -0.37; S 0.73; O -0.30; F -0.20; N -0.56; I 1.29; C -0.52; F -0.02

---

No. 2
A structure of composition C6H12O. Source: OMol25; level of theory: ωB97M-V with the def2-TZVPD basis set.

The calculation puts the HOMO energy at -6.74 eV. The frontier orbital gap comes out at 7.537 eV.

Positions of all 19 atoms, in Å:
C (1.95369, -0.50387, -0.75125)
C (1.05899, 0.20653, 0.12263)
O (1.30741, 0.33710, 1.42873)
C (0.08874, 1.23087, -0.39193)
C (-1.27783, 1.08090, 0.27485)
C (-1.75042, -0.34962, -0.01015)
C (-0.60963, -1.30732, 0.29687)
H (2.79395, -1.01804, -0.28823)
H (2.10790, -0.09284, -1.74440)
H (0.75430, -1.13206, -0.46566)
H (2.08019, -0.20230, 1.65171)
H (0.54535, 2.20902, -0.19672)
H (-0.00143, 1.10900, -1.47669)
H (-1.17143, 1.23842, 1.35541)
H (-1.97638, 1.83823, -0.10070)
H (-2.01828, -0.42098, -1.07437)
H (-2.67039, -0.56342, 0.55355)
H (-0.72189, -2.26356, -0.23868)
H (-0.51985, -1.52190, 1.36811)

Atoms 1-3, force components in eV/Å:
0.25 0.12 -0.04
-0.11 0.07 -0.21
0.15 -0.15 0.01

Results of the Löwdin charge analysis, in e, for atoms 1 through 8: C -0.07; C -0.47; O 0.09; C -0.13; C -0.20; C -0.27; C -0.16; H 0.06

---

No. 3
A structure of composition C13H19P2Yb. Source: OMol25; level of theory: ωB97M-V with the def2-TZVPD basis set.

The calculation puts the HOMO energy (spin up / spin down) at -5.26 / -5.83 eV. The frontier orbital gap (spin up / spin down) comes out at 4.979 / 5.145 eV. The spin multiplicity is 2.

Positions of all 35 atoms, in Å:
C (1.95625, 2.04253, -2.07774)
C (2.08383, 1.58373, -3.40698)
C (0.90087, 1.92793, -4.12899)
C (0.02030, 2.62810, -3.25397)
C (0.61925, 2.71276, -1.97719)
Yb (1.12919, 1.55805, 1.50519)
P (1.78882, 4.25570, 1.52687)
H (2.70165, 1.97805, -1.27989)
H (2.94371, 1.05406, -3.81491)
H (0.70542, 1.70808, -5.17617)
H (0.22078, 3.22448, -1.09730)
H (-0.95706, 3.02873, -3.51863)
H (0.94007, 5.32905, 1.08472)
H (2.99797, 4.76089, 0.93395)
H (2.02632, 4.79898, 2.83743)
C (-1.10185, -0.52874, -0.97304)
P (-0.26029, -0.57158, 0.65316)
C (-1.42916, 0.40497, 1.69108)
C (-0.55815, -2.28513, 1.20807)
C (-1.84855, -2.83935, 1.23405)
C (-2.02154, -4.16570, 1.64523)
C (-0.91801, -4.93602, 2.03168)
C (0.36736, -4.37558, 2.01627)
C (0.55225, -3.05425, 1.61192)
H (-0.37876, -0.19035, -1.72738)
H (-1.95293, 0.16411, -0.96119)
H (-1.44104, -1.54137, -1.22912)
H (-2.06148, -0.31989, 2.21261)
H (-0.93144, 0.99800, 2.49148)
H (-2.07274, 1.04871, 1.08058)
H (-2.71829, -2.24643, 0.93519)
H (-3.02433, -4.59720, 1.65896)
H (-1.05711, -5.97217, 2.34720)
H (1.22584, -4.97569, 2.32193)
H (1.55284, -2.60745, 1.59495)

Atoms 1-3, force components in eV/Å:
-2.04 0.82 0.08
-0.63 0.12 0.18
0.13 0.25 0.93

Results of the Löwdin charge analysis, in e, for atoms 1 through 8: C -0.24; C -0.21; C -0.18; C -0.22; C -0.25; Yb 0.64; P 0.57; H 0.02

---

For each record above, in turn, the calculated strongest force on any atom values are 0.1602, 0.0054, 0.0452 Eh/bohr.